Density functional theory data (ωB97M-V with the def2-TZVPD basis set) for a cluster of 3 separate species, C28H53N7O3P2S in total at a distorted geometry.

Output
* LUMO level: -0.4496 eV
* HOMO energy: -7.520 eV
* structure (SMILES): Cc1cc(C[C@@H](C)O)c2c(c1)Nc1ccccc1S2.CN(C)P(=O)(N(C)C)N(C)C.CN(C)P(=O)(N(C)C)N(C)C
* orbital gap: 7.1 eV

Structure (ORCA input):
```
! wB97M-V def2-TZVPD RIJCOSX def2/J DEFGRID3
* xyz 0 1
C -5.942 -2.166 3.208
C -4.533 -1.745 2.660
C -4.484 -1.307 1.240
C -3.181 -0.878 0.744
C -3.024 -0.347 -0.739
C -3.036 1.259 -0.632
C -1.695 1.931 -1.141
O -4.171 1.810 -1.330
C -1.962 -0.871 1.570
C -2.002 -1.305 2.961
C -3.323 -1.742 3.475
N -0.900 -1.317 3.893
C 0.387 -1.585 3.301
C 1.376 -2.294 4.146
C 2.730 -2.582 3.661
C 3.152 -2.165 2.310
C 2.174 -1.480 1.446
C 0.827 -1.197 1.970
S -0.357 -0.324 0.911
H -6.466 -2.896 2.537
H -5.800 -2.586 4.238
H -6.582 -1.251 3.318
H -5.395 -1.288 0.590
H -3.928 -0.678 -1.325
H -2.072 -0.742 -1.173
H -3.158 1.565 0.446
H -1.061 1.218 -1.745
H -1.078 2.168 -0.228
H -1.896 2.863 -1.741
H -4.259 1.375 -2.196
H -3.427 -2.091 4.536
H -1.082 -1.954 4.675
H 1.106 -2.617 5.179
H 3.440 -3.109 4.345
H 4.172 -2.339 1.906
H 2.464 -1.182 0.406
C 0.933 -6.384 -4.036
N -0.009 -5.398 -4.522
C -0.575 -5.714 -5.827
P -0.492 -3.930 -3.783
O -1.951 -4.346 -3.630
N -0.157 -3.947 -2.092
C 0.917 -4.677 -1.441
C -1.299 -3.895 -1.181
N 1.138 -3.278 -4.005
C 1.158 -1.838 -3.628
C 1.742 -3.338 -5.346
H 1.872 -5.933 -3.702
H 1.224 -7.095 -4.812
H 0.504 -6.969 -3.216
H -0.099 -5.114 -6.615
H -1.648 -5.505 -5.857
H -0.459 -6.765 -6.096
H 0.671 -5.737 -1.314
H 1.109 -4.267 -0.444
H 1.867 -4.588 -1.966
H -1.801 -4.867 -1.107
H -2.023 -3.150 -1.510
H -0.993 -3.593 -0.175
H 0.525 -1.245 -4.297
H 2.174 -1.439 -3.663
H 0.799 -1.686 -2.610
H 1.096 -2.890 -6.105
H 1.978 -4.359 -5.645
H 2.701 -2.814 -5.355
C 0.140 4.028 2.067
N 1.319 4.040 1.228
C 1.713 2.723 0.748
P 2.295 5.374 0.780
O 1.990 5.251 -0.710
N 1.444 6.861 0.980
C 0.398 7.121 1.954
C 1.160 7.638 -0.224
N 2.823 5.553 2.459
C 3.902 6.575 2.540
C 3.352 4.372 3.159
H 0.289 4.573 3.004
H -0.139 3.016 2.374
H -0.724 4.448 1.542
H 2.570 2.339 1.319
H 2.008 2.753 -0.307
H 0.909 1.990 0.823
H -0.567 6.712 1.635
H 0.264 8.199 2.093
H 0.640 6.740 2.945
H 0.319 7.216 -0.788
H 2.033 7.682 -0.875
H 0.916 8.676 0.022
H 4.796 6.249 1.997
H 4.175 6.774 3.578
H 3.584 7.526 2.114
H 4.164 3.897 2.601
H 2.579 3.628 3.353
H 3.728 4.651 4.146
*
```

Electronic structure analysis, Löwdin charges in units of e:
1. C -0.075
2. C -0.230
3. C 0.011
4. C -0.203
5. C -0.112
6. C -0.384
7. C -0.064
8. O -0.073
9. C -0.357
10. C -0.208
11. C 0.009
12. N 0.061
13. C -0.222
14. C -0.022
15. C -0.082
16. C -0.084
17. C -0.088
18. C -0.418
19. S 0.978
20. H 0.082
21. H 0.070
22. H 0.082
23. H 0.121
24. H 0.121
25. H 0.075
26. H 0.144
27. H 0.070
28. H 0.036
29. H 0.091
30. H 0.091
31. H 0.108
32. H 0.126
33. H 0.102
34. H 0.096
35. H 0.092
36. H 0.103
37. C -0.133
38. N -0.349
39. C -0.136
40. P 0.734
41. O -0.303
42. N -0.312
43. C -0.138
44. C -0.137
45. N -0.272
46. C -0.136
47. C -0.130
48. H 0.064
49. H 0.077
50. H 0.076
51. H 0.062
52. H 0.069
53. H 0.077
54. H 0.076
55. H 0.073
56. H 0.066
57. H 0.087
58. H 0.058
59. H 0.074
60. H 0.080
61. H 0.080
62. H 0.063
63. H 0.086
64. H 0.072
65. H 0.084
66. C -0.127
67. N -0.339
68. C -0.145
69. P 0.733
70. O -0.306
71. N -0.323
72. C -0.144
73. C -0.146
74. N -0.273
75. C -0.140
76. C -0.129
77. H 0.065
78. H 0.078
79. H 0.076
80. H 0.065
81. H 0.074
82. H 0.002
83. H 0.076
84. H 0.077
85. H 0.066
86. H 0.084
87. H 0.069
88. H 0.076
89. H 0.079
90. H 0.079
91. H 0.072
92. H 0.086
93. H 0.073
94. H 0.084